Entry 1:
A molecular structure, C5H6N2O. Source: OMol25; level of theory: ωB97M-V with the def2-TZVPD basis set.

Element x y z (Å)
C  0.349716  -0.043363  0.966993
C  -0.469304  -0.324422  -1.194196
C  -0.449818  -0.384796  -2.608296
C  -0.884833  -1.478439  -0.519205
C  -0.103179  -1.481392  0.700463
H  0.542973  2.716447  1.930090
H  0.074746  1.977651  0.256644
H  0.056833  0.432756  -3.295228
H  -1.433773  -1.298708  -2.693678
H  -1.586931  -2.219481  -0.972373
H  -0.361210  -2.320116  1.490564
N  0.712072  2.014434  1.267570
N  0.701757  0.730406  1.871914
O  0.269384  0.471506  -0.345870

Force components x, y, z for each atom (eV/Å):
C -0.6 -4.2 -3.3
C 1.5 0.4 -4.0
C -2.6 -0.2 2.9
C 2.0 -1.2 4.6
C -4.2 -1.2 0.3
H -0.5 0.8 1.0
H 2.3 0.8 4.2
H -1.5 -2.2 1.2
H 3.5 3.2 -1.4
H 1.1 0.5 0.9
H 1.2 2.0 -1.5
N -0.8 -0.7 -3.0
N -0.6 1.9 -0.1
O -0.7 0.0 -1.7

The calculation puts the HOMO energy at -8.0 eV. Its energy relative to the best compared isomer or geometry (same formula, charge and spin) is 556.8 kJ/mol.

Atomic partial charges in e from the Löwdin method, atoms 1 to 2: number 1, C, carries -0.3620; number 2, C, carries -0.4226

Entry 2:
A molecular structure, C5H6N2O. Source: OMol25; level of theory: ωB97M-V with the def2-TZVPD basis set.

Element x y z (Å)
C  1.483803  -0.133140  -0.018547
C  1.455589  1.216514  0.305226
C  -0.503011  0.796926  -0.164764
C  -1.762861  0.209774  -0.079308
C  -1.234425  -1.255629  0.137126
H  3.278905  -0.753002  -0.538291
H  2.314282  1.863318  -0.000034
H  -2.196019  0.620352  0.771626
H  -2.620260  0.415894  -0.966857
H  -1.316690  -1.884029  -0.836238
H  -1.703124  -1.398581  1.360776
N  0.340705  1.871134  -0.024508
N  0.074463  -0.459390  0.072587
O  2.388643  -1.110139  -0.018797

Force components x, y, z for each atom (eV/Å):
C -2.6 -1.1 2.9
C 4.8 0.7 -3.3
C 4.5 0.5 1.1
C -7.2 0.2 -3.5
C -0.3 2.5 0.8
H -3.5 -1.3 2.1
H 0.1 -0.8 1.2
H -1.6 0.3 1.7
H 2.4 -0.7 2.1
H -0.3 0.3 2.6
H 2.0 -0.9 -4.0
N -5.2 -2.6 -0.1
N 2.7 2.0 -1.6
O 4.1 1.0 -2.0

The calculation puts the HOMO energy at -7.7 eV. Its energy relative to the best compared isomer or geometry (same formula, charge and spin) is 520.2 kJ/mol.

Atomic partial charges in e from the Löwdin method, atoms 1 to 2: number 1, C, carries -0.3264; number 2, C, carries -0.1849

Entry 3:
C5H6N2O in the gas phase. Source: OMol25; level of theory: ωB97M-V with the def2-TZVPD basis set.

Element x y z (Å)
C  -0.321211  -0.884248  -0.413965
C  1.127366  -0.850419  -0.692969
C  1.699152  0.467395  -0.087391
C  0.740255  1.120053  0.465473
C  -1.631714  0.781061  0.871171
H  -2.069120  -1.338049  -0.682484
H  1.483778  -1.818189  -0.053278
H  1.356385  -0.728178  -1.773960
H  2.707519  0.663520  -0.314174
H  0.724494  2.160584  0.865742
H  -1.469284  1.616790  1.707222
N  -1.092104  -1.841719  -0.903703
N  -0.457287  0.163074  0.573117
O  -2.798229  0.488324  0.439199

Force components x, y, z for each atom (eV/Å):
C -0.2 -2.0 -0.7
C 2.3 -0.9 1.6
C -0.1 -3.0 -1.7
C -2.1 0.1 1.8
C -4.5 0.5 0.7
H 1.8 -2.2 -0.3
H 0.0 2.0 -2.2
H 0.0 -1.2 0.7
H 0.9 0.9 0.0
H -0.4 -1.3 -0.1
H -0.5 -1.4 -1.8
N -1.5 5.5 2.0
N -0.3 2.2 -1.5
O 4.6 0.8 1.5

The calculation puts the HOMO energy at -9.5 eV. Its SMILES is [H]/N=C1/CC=CN1C=O. Its energy relative to the best compared isomer or geometry (same formula, charge and spin) is 218.8 kJ/mol.

Atomic partial charges in e from the Löwdin method, atoms 1 to 2: number 1, C, carries -0.3985; number 2, C, carries -0.1174

Entry 4:
A molecular structure, C5H6N2O2. Source: OMol25; level of theory: ωB97M-V with the def2-TZVPD basis set.

Element x y z (Å)
C  -1.299631  0.634730  2.251638
C  -0.008538  -0.415417  0.323621
C  0.531292  -0.257890  -1.684075
C  0.006616  0.110328  1.728974
N  0.993220  -0.154386  -2.939726
C  1.110896  -0.704014  -0.507145
O  -1.178853  -0.682134  -0.250731
N  -0.765651  0.186484  -1.401921
O  1.018483  0.017168  2.385493
H  0.390860  0.253465  -3.635915
H  1.979431  -0.223824  -3.123704
H  2.107496  -1.006117  -0.252571
H  -1.151240  1.080445  3.232285
H  -2.014625  -0.186488  2.332276
H  -1.719755  1.347653  1.541502

Force components x, y, z for each atom (eV/Å):
C 0.1 0.1 -0.1
C 1.9 -3.6 1.5
C -3.5 1.1 -0.8
C 0.0 -1.1 0.7
N 0.3 0.2 0.4
C -0.8 0.6 2.4
O 1.8 3.4 0.9
N 0.2 -1.4 -4.9
O -0.1 0.3 -0.2
H 0.0 -0.1 0.1
H -0.1 0.1 0.0
H 0.1 0.3 0.2
H 0.0 0.1 -0.1
H 0.0 0.0 -0.1
H -0.1 0.0 0.1

The calculation puts the HOMO energy (spin up / spin down) at -8.0 / -8.0 eV. Its energy relative to the best compared isomer or geometry (same formula, charge and spin) is 460.7 kJ/mol.

Atomic partial charges in e from the Löwdin method, atoms 1 to 2: number 1, C, carries 0.0043; number 2, C, carries -0.2423

Entry 5:
C5H6N2O2S in the gas phase. Source: OMol25; level of theory: ωB97M-V with the def2-TZVPD basis set.

Element x y z (Å)
C  -1.154725  1.070442  1.710867
C  0.137431  0.647672  0.095074
C  -0.917678  -0.208788  -0.075113
C  1.450882  0.707745  -0.834547
C  -1.119520  -1.181101  -1.175376
N  -0.023723  1.410416  1.171360
N  -1.730847  0.103283  0.968462
O  4.044359  0.264265  -0.631456
O  2.465777  -1.022480  0.762009
S  2.741428  0.135712  0.005454
H  -1.535060  1.340183  2.721876
H  1.584551  1.640589  -1.377472
H  -1.287178  -0.975102  -2.221609
H  -0.164199  -1.865942  -1.270822
H  -1.939936  -1.722287  -0.956121
H  -2.551563  -0.344608  1.107413

Force components x, y, z for each atom (eV/Å):
C -0.4 -0.1 1.3
C 2.1 -0.7 -2.8
C 1.3 1.2 -1.3
C -2.2 0.9 2.8
C 3.8 -0.9 -0.4
N 0.9 1.4 1.4
N 1.6 0.3 -0.9
O -1.0 0.5 1.1
O -0.1 -0.9 1.8
S 1.0 -0.2 -3.8
H 0.3 0.0 -1.2
H 0.3 -0.2 -0.1
H 0.0 1.5 -0.2
H -1.9 1.0 0.6
H -2.6 -2.6 0.9
H -3.0 -1.4 0.9

The calculation puts the HOMO energy at -8.9 eV. Its SMILES is Cc1[nH]cnc1C=S(=O)=O. Its energy relative to the best compared isomer or geometry (same formula, charge and spin) is 412.7 kJ/mol.

Atomic partial charges in e from the Löwdin method, atoms 1 to 2: number 1, C, carries -0.1773; number 2, C, carries -0.3291

Entry 6:
C5H6N2O3 in the gas phase. Source: OMol25; level of theory: ωB97M-V with the def2-TZVPD basis set.

Element x y z (Å)
C  0.492966  -1.778043  -0.004100
C  0.057383  0.734867  2.110318
C  -0.173416  -1.445791  -1.205797
C  0.759982  0.422224  0.740181
C  -0.031234  0.863405  -0.461880
N  0.970171  -0.970170  0.858397
N  -0.928062  -1.820536  -2.038456
O  -1.110723  0.641805  2.323066
O  -1.615628  -1.881369  -3.003351
O  -0.044780  2.305499  -0.541458
H  0.671555  -2.898727  0.293696
H  0.870023  0.821445  2.739719
H  0.331593  0.617913  -1.386554
H  1.726787  1.108874  0.900626
H  -1.127689  0.564408  -0.487466
H  -0.848928  2.714196  -0.836941

Force components x, y, z for each atom (eV/Å):
C 1.5 -1.8 2.4
C -1.0 -1.4 -2.8
C -1.6 -2.3 -1.5
C 0.2 2.5 0.3
C -3.2 2.8 0.8
N 0.5 -0.8 -0.3
N 1.5 1.4 0.8
O 0.0 0.5 0.3
O -0.6 -0.4 -0.3
O 1.5 0.3 1.1
H -0.6 2.0 -1.1
H 1.3 0.6 2.9
H 1.5 -1.2 -2.1
H -1.6 -1.8 -1.0
H 1.3 -0.1 0.7
H -0.7 -0.4 -0.1

The calculation puts the HOMO energy at -9.5 eV. Its SMILES is O=C[C@H](CO)/N=C\C#[N+][O-]. Its energy relative to the best compared isomer or geometry (same formula, charge and spin) is 558.7 kJ/mol.

Atomic partial charges in e from the Löwdin method, atoms 1 to 2: number 1, C, carries -0.1211; number 2, C, carries -0.1987

Entry 7:
2 unconnected molecules or ions with the total composition C5H6N2O7. Source: OMol25; level of theory: ωB97M-V with the def2-TZVPD basis set.

Element x y z (Å)
C  2.050081  0.601368  0.277114
C  0.698177  -1.275551  -0.648990
C  -2.107632  0.519112  0.764541
C  0.843387  -0.264343  0.390982
C  -1.007184  1.099499  -0.189254
N  -1.153207  0.581555  -1.499122
N  0.297039  -0.523370  1.757559
O  2.604379  1.112265  1.263288
O  1.348568  -1.397697  -1.728971
O  -2.407141  -0.718166  0.525559
O  2.566859  0.821396  -0.970924
O  -0.160325  -2.281293  -0.539265
O  -2.667420  1.261492  1.564809
O  -0.457684  2.186546  -0.049808
H  -0.240546  0.727667  -2.053003
H  -1.468256  -0.341688  -1.649714
H  0.800466  0.199166  2.422714
H  -0.955755  -2.060437  0.092458
H  -0.727484  -0.324915  1.809016
H  2.143682  0.077393  -1.538983

Force components x, y, z for each atom (eV/Å):
C -0.6 -0.4 1.1
C 1.3 0.4 0.9
C -0.9 -1.7 -0.7
C 1.2 -1.4 -0.5
C -0.9 1.6 -1.6
N 2.4 1.7 -1.4
N 1.1 1.7 0.9
O -0.5 -0.1 -0.9
O 0.5 1.6 0.1
O 0.5 1.0 0.2
O -0.8 -1.2 -0.1
O -3.4 -0.4 2.2
O 0.2 0.4 0.2
O -0.3 -0.7 0.4
H -2.0 -0.1 1.2
H -0.4 -1.0 0.6
H -1.3 -1.8 -1.9
H 1.8 0.1 -1.2
H 1.6 -0.3 0.1
H 0.5 0.6 0.5

The calculation puts the HOMO energy at 0.1 eV. As for the charge: -2.

Atomic partial charges in e from the Löwdin method, atoms 1 to 2: number 1, C, carries -0.5168; number 2, C, carries -0.5699

Entry 8:
C5H6N2S in the gas phase. Source: OMol25; level of theory: ωB97M-V with the def2-TZVPD basis set.

Element x y z (Å)
C  1.230694  -1.467553  0.659004
C  1.437696  -0.113931  0.358915
C  0.159558  0.350168  -0.068420
C  -0.207940  1.618153  -0.483511
C  -0.180906  -1.728552  0.420899
H  1.789473  -3.110594  1.741177
H  3.073428  -2.144180  1.308677
H  2.294768  0.519203  0.242459
H  0.546066  2.372567  -0.585413
H  -2.367414  0.912079  -0.774841
H  -0.668462  -2.656903  0.642361
N  2.130819  -2.451690  1.059512
N  -0.819533  -0.676216  0.002540
S  -1.780092  2.128342  -0.958132

Force components x, y, z for each atom (eV/Å):
C 1.0 1.7 0.0
C -0.4 -2.0 -0.1
C -1.8 1.4 -0.7
C 0.4 -2.0 0.4
C 0.2 1.1 0.1
H -0.2 0.0 -0.1
H -0.7 0.0 -0.2
H 0.5 -0.3 0.4
H 0.3 0.3 0.1
H 0.2 0.4 0.0
H -0.3 -0.4 -0.1
N 0.6 0.2 0.1
N 0.3 0.0 0.2
S -0.3 -0.4 0.0

The calculation puts the HOMO energy at -7.6 eV. Its SMILES is NC1=C/C(=C/S)N=C1. Its energy relative to the best compared isomer or geometry (same formula, charge and spin) is 139.2 kJ/mol.

Atomic partial charges in e from the Löwdin method, atoms 1 to 2: number 1, C, carries -0.3043; number 2, C, carries 0.0040

Entry 9:
C5H6N2S in the gas phase. Source: OMol25; level of theory: ωB97M-V with the def2-TZVPD basis set.

Element x y z (Å)
C  -0.687175  -0.002794  -2.199756
C  -0.934890  1.136895  -1.382899
C  -0.113238  -0.881632  -1.327838
C  0.608283  -0.723580  1.078899
C  0.641658  0.339681  2.154279
N  -0.634813  0.994320  -0.118940
N  -0.073614  -0.359404  -0.052825
S  1.171684  -2.240065  1.347526
H  -0.640237  -0.095637  -3.287279
H  -1.236147  2.057615  -1.739160
H  0.157585  -1.869845  -1.539220
H  0.081275  1.246650  1.728531
H  1.689901  0.427943  2.361706
H  -0.030272  -0.030147  2.976975

Force components x, y, z for each atom (eV/Å):
C 1.2 -0.1 0.6
C 0.6 -1.3 0.5
C -0.8 0.3 0.2
C -0.6 -0.9 0.9
C -2.5 0.4 -1.0
N 0.8 -1.9 -0.9
N -1.2 2.7 -1.5
S 0.1 0.4 -0.5
H -0.5 0.1 0.6
H -0.9 1.8 -0.4
H 0.7 -1.1 0.1
H 1.6 -1.0 1.0
H 0.3 0.5 0.8
H 1.2 0.2 -0.4

The calculation puts the HOMO energy at -8.8 eV. Its SMILES is CC(=S)n1cccn1. Its energy relative to the best compared isomer or geometry (same formula, charge and spin) is 178.7 kJ/mol.

Atomic partial charges in e from the Löwdin method, atoms 1 to 2: number 1, C, carries -0.0377; number 2, C, carries -0.1475

Respective molar mass values: 110.1, 110.1, 110.1, 126.1, 158.2, 142.1, 206.1, 126.2, 126.2 g mol⁻¹.